Entry 1:
DFT (ωB97M-V with the def2-TZVPD basis set) results for a cluster of 2 separate species, C14H7N6O8 in total in a non-equilibrium geometry.

XYZ file:
```
35
Properties=species:S:1:pos:R:3:forces:R:3
N 0.7866 4.4367 -2.0837 -1.16 -1.91 0.17
C 0.2107 3.4237 -2.0068 1.09 1.79 -0.11
C -0.5787 2.2258 -1.9474 -0.56 -1.10 1.70
C -0.9185 1.6369 -0.7063 0.56 1.14 -0.42
C -1.7798 0.5362 -0.7126 -0.64 -0.95 1.19
N -2.3500 -0.1586 0.3616 0.24 0.53 -1.20
O -2.2960 -0.0529 1.5774 -0.03 -0.17 -1.35
O -3.2020 -1.1279 -0.2359 0.79 0.78 0.42
N -3.1659 -1.0534 -1.6065 1.36 1.54 -0.09
C -2.3006 -0.0408 -1.8807 -1.53 -1.60 -0.84
C -1.9266 0.5378 -3.1603 1.07 1.14 1.00
N -2.3549 0.0347 -4.4448 -0.33 -0.42 -2.63
O -3.0664 -0.9796 -4.5605 1.24 1.80 1.03
O -1.9531 0.6812 -5.4461 -0.75 -1.09 1.72
C -1.0767 1.6584 -3.1491 -0.89 -1.24 -0.36
H -0.5911 2.0327 0.2564 0.06 0.00 -0.43
H -0.7977 2.1170 -4.1003 -0.14 -0.30 0.35
O 1.2554 -4.1286 1.1039 -0.29 1.04 1.95
N 1.0640 -3.6362 2.2336 -0.40 -2.58 -0.40
O 0.7030 -4.3193 3.2203 0.57 0.81 -1.70
C 1.2554 -2.2339 2.4550 0.22 2.24 0.39
C 1.1025 -1.7630 3.7686 0.03 -0.20 -0.26
C 1.3366 -0.4126 4.0326 0.06 -0.03 -0.52
C 1.6609 0.4704 2.9978 -0.02 -0.44 -0.58
C 1.7210 0.0263 1.6350 -0.20 -0.45 0.80
C 1.9475 0.9432 0.5595 0.15 0.16 -0.67
N 1.9962 0.5367 -0.7512 -0.10 0.28 -0.08
O 2.3309 1.3529 -1.6652 -0.33 -0.30 0.79
O 1.6582 -0.6452 -1.0626 0.18 0.92 -0.64
C 1.5524 -1.3574 1.3985 -0.23 -1.03 0.73
H 0.8020 -2.4690 4.5377 0.16 0.30 -0.09
H 1.2498 -0.0685 5.0620 0.06 0.07 -0.26
H 1.8780 1.5213 3.1987 -0.16 -0.25 0.07
H 2.2064 1.9840 0.7449 0.01 -0.35 -0.23
H 1.6408 -1.7093 0.3766 -0.05 -0.13 0.56
```
Forces are in eV/Å.

## Properties
HOMO level   -4.47 eV
F_max   2.7 eV/Å
Total charge   -1
Relative energy (zero: lowest compared OMol25 entry of this formula, charge and spin)   10.0 kJ/mol
Frontier orbital gap   4.643 eV
Calculated total energy   -1467.77783 a.u.

---

Entry 2:
DFT (ωB97M-V with the def2-TZVPD basis set) results for a structure of composition C51H47I2N7O4PbS2 in a non-equilibrium geometry.

XYZ file:
```
114
Properties=species:S:1:pos:R:3:forces:R:3
Pb -0.8983 -0.3701 0.0609 -0.18 -0.58 0.29
I -0.8306 -5.5341 6.8711 -0.04 0.07 -0.16
C -1.1468 -4.5653 5.0229 -0.01 -0.21 0.13
C -1.0165 -5.2781 3.8356 -0.05 0.27 0.02
C -1.2040 -4.6201 2.6339 -0.07 0.12 -0.15
I -1.1177 -5.7477 0.8700 0.05 0.21 -0.01
C -1.5093 -3.2126 2.5271 0.09 0.17 -0.04
O -1.6318 -2.5635 1.4498 -0.08 -0.56 0.18
C -1.7206 -2.5720 3.8011 0.03 0.04 0.17
C -2.1866 -1.1412 3.7746 0.23 0.10 0.01
N -1.1104 -0.2116 3.4310 0.03 -0.17 0.03
C -0.0065 -0.0957 4.3479 0.06 -0.04 -0.29
C 1.3531 0.0653 3.6696 0.03 -0.12 -0.12
C 2.5127 0.1072 4.4461 -0.14 0.08 0.09
C 3.7362 0.2411 3.8131 0.04 -0.02 -0.09
C 3.7750 0.3130 2.4267 0.03 0.00 0.29
C 2.5784 0.2401 1.7289 -0.49 0.49 0.43
N 1.3920 0.1343 2.3431 0.01 -0.25 0.54
C -1.5262 -3.2304 5.0026 -0.06 0.06 -0.14
H -0.7906 -6.3362 3.8446 0.04 0.04 0.00
H -2.6695 -0.9088 4.7383 0.01 0.05 0.06
H -2.9375 -1.0488 2.9873 -0.04 0.03 -0.02
H -1.4322 0.6696 3.0623 -0.06 0.01 -0.01
H 0.0346 -1.0182 4.9276 0.01 -0.04 0.09
H -0.1247 0.7278 5.0706 -0.02 0.03 0.13
H 2.4441 0.0245 5.5265 0.01 0.02 -0.02
H 4.6532 0.2706 4.3914 0.00 0.01 0.03
H 4.7149 0.4023 1.8962 -0.07 -0.03 -0.07
H 2.5520 0.2367 0.6391 0.05 0.12 0.55
H -1.6930 -2.6988 5.9348 0.01 0.01 -0.03
C 2.6844 -2.9434 0.8437 -0.04 0.21 0.17
C 2.1331 -2.7398 -0.5366 -0.10 0.13 -0.21
N 0.8578 -2.7417 -0.6226 -0.42 0.24 -0.11
N 0.1345 -2.7837 -1.7853 0.36 -0.13 -0.37
C -0.6299 -1.2346 -3.0164 -0.07 -0.12 -0.23
S -0.1326 0.4066 -2.5057 0.61 0.08 0.00
S -1.8853 -1.1058 -4.3863 0.06 -0.01 0.27
C -0.7776 -0.2301 -5.5279 -0.20 -0.18 0.09
C 0.2310 -1.1314 -6.1851 0.08 0.13 -0.11
C -0.1640 -2.0838 -7.1242 0.00 -0.03 -0.04
C 0.7680 -2.9072 -7.7371 0.06 0.03 0.05
C 2.1191 -2.7887 -7.4190 -0.06 0.05 0.01
C 2.5217 -1.8470 -6.4819 0.01 -0.04 -0.02
C 1.5827 -1.0240 -5.8689 0.04 0.03 0.00
C 3.1224 -2.4094 -1.6061 -0.19 0.14 -0.11
C 3.6426 -3.3295 -2.5010 -0.07 0.12 -0.07
C 4.5127 -2.9458 -3.5228 0.01 0.04 -0.02
C 4.8664 -1.5973 -3.6187 -0.07 -0.07 0.16
C 4.3973 -0.6625 -2.7119 -0.19 -0.08 0.05
C 3.5057 -1.0120 -1.6416 0.34 -0.30 -0.20
O 3.1053 -0.1777 -0.7721 0.46 -0.32 -1.42
H 3.3999 -3.7706 0.8390 -0.02 -0.02 0.00
H 1.8776 -3.1556 1.5498 0.06 0.02 -0.06
H 3.2141 -2.0384 1.1578 0.04 -0.21 -0.05
H -0.2943 0.5532 -4.9429 -0.01 0.09 -0.15
H -1.4431 0.2214 -6.2649 0.04 0.02 -0.06
H -1.2199 -2.1878 -7.3578 0.07 -0.01 0.04
H 0.4429 -3.6533 -8.4537 0.00 0.03 0.00
H 2.8529 -3.4296 -7.8958 -0.04 0.00 0.03
H 3.5671 -1.7600 -6.2089 -0.08 -0.01 0.03
H 1.9021 -0.3087 -5.1136 -0.05 -0.06 -0.07
H 3.3370 -4.3697 -2.4271 -0.04 0.01 0.03
H 4.8800 -3.6720 -4.2409 0.00 0.03 0.07
H 5.5297 -1.2787 -4.4194 0.00 0.03 0.02
H 4.6759 0.3843 -2.7883 0.01 -0.04 -0.02
O -4.5652 -2.7661 -1.2218 0.25 0.07 0.00
C -3.4537 -2.2067 -1.1668 -0.15 0.02 0.01
N -3.1561 -1.0784 -0.5175 -0.06 0.13 -0.07
C -4.2545 -0.5283 0.2166 0.05 -0.13 -0.02
C -4.0434 0.9112 0.6112 0.21 0.04 -0.06
C -5.0275 1.5995 1.3270 -0.10 0.04 0.03
C -4.8411 2.9311 1.6340 0.02 0.01 0.01
C -3.6852 3.5735 1.1973 0.05 -0.01 -0.04
C -2.7577 2.8234 0.4978 -0.08 -0.14 0.10
N -2.9130 1.5186 0.2457 -0.20 0.20 -0.05
C -2.2859 -2.7575 -1.9401 0.31 -0.09 -0.01
C -2.3189 -3.7847 -2.7906 0.16 -0.17 -0.06
C -1.2345 -4.2022 -3.7113 -0.06 0.05 -0.02
C -0.0776 -3.5819 -3.9851 0.11 0.15 0.15
C 0.4338 -2.3745 -3.2013 -0.44 -0.14 0.28
N -1.0771 -1.9903 -1.7757 0.15 -0.07 0.13
H -4.4543 -1.1205 1.1240 -0.06 0.04 0.05
H -5.1813 -0.5841 -0.3696 -0.08 0.01 0.02
H -5.9296 1.0780 1.6269 0.05 0.00 -0.01
H -5.5896 3.4744 2.1994 -0.01 -0.01 -0.01
H -3.5029 4.6227 1.3978 -0.02 -0.03 -0.03
H -1.8412 3.2675 0.1247 -0.01 -0.03 0.06
H -3.2498 -4.3383 -2.8473 0.00 0.07 0.02
H -1.4590 -5.0941 -4.2911 -0.01 0.06 0.01
H 0.5806 -3.9948 -4.7463 -0.09 0.06 0.03
H 1.4446 -2.0774 -3.4453 0.05 0.01 0.07
C -0.1231 8.8629 2.1693 0.00 -0.06 0.00
C -0.0532 7.3577 2.1761 0.00 -0.02 0.03
C -0.4472 6.6264 3.2888 -0.04 0.07 0.00
C -0.3782 5.2392 3.3055 -0.06 -0.07 0.13
C -0.8543 4.4937 4.5341 0.06 0.01 -0.12
C 0.0988 4.5614 2.1769 0.05 0.18 -0.10
C 0.1618 3.0796 2.2082 -0.01 0.16 0.26
O 0.2100 2.3845 1.2339 -0.10 0.03 -0.57
C 0.5080 5.2819 1.0364 0.08 -0.07 -0.08
C 1.0656 4.6180 -0.2000 -0.10 -0.02 0.08
C 0.4197 6.6700 1.0657 0.01 -0.02 -0.01
H -0.5375 9.2410 3.1045 0.01 0.00 -0.03
H -0.7474 9.2197 1.3474 0.01 0.00 0.02
H 0.8708 9.2960 2.0373 -0.02 0.00 0.00
H -0.8204 7.1502 4.1636 0.00 -0.03 -0.01
H -1.2178 5.1971 5.2814 -0.01 0.01 0.01
H -0.0534 3.9036 4.9839 -0.03 0.02 0.02
H -1.6660 3.8057 4.2880 0.01 0.02 0.04
H 0.1524 2.6145 3.2091 0.04 -0.03 0.07
H 1.7683 3.8212 0.0408 0.00 0.03 0.00
H 1.5606 5.3582 -0.8291 -0.01 0.01 0.02
H 0.2783 4.1396 -0.7862 0.02 0.00 0.03
H 0.7338 7.2325 0.1909 0.02 -0.04 0.03
```
Forces are in eV/Å.

## Properties
HOMO level   -1.95 eV
F_max   1.5 eV/Å
Total charge   -2
Relative energy (zero: lowest compared OMol25 entry of this formula, charge and spin)   532.1 kJ/mol
Frontier orbital gap   5.220 eV
Calculated total energy   -4240.48130 a.u.